[1]
The following is a quantum chemistry calculation of a structure of composition C26H25Cl2FeN3O2SSe2SiTe2, from the OMol25 dataset.

The energy above the lowest of the compared OMol25 structures with the same formula, charge and spin is 0.0000 eV. The value obtained for the frontier orbital gap (spin up / spin down) is 5.744 / 6.722 eV. As for the HOMO energy (spin up / spin down): -0.127 / -0.165 Eh. As for the expectation value of S²: 8.785.

```
! wB97M-V def2-TZVPD RIJCOSX def2/J DEFGRID3
* xyz -1 6
Fe 3.79565 -0.35046 0.02380
Se 5.09785 0.09523 -2.11019
Te 6.48557 1.09192 -0.26753
Te 6.31703 -0.84217 1.57356
Se 4.08803 -0.13766 2.53736
C 2.49902 3.46916 2.04831
Si 1.97563 3.24164 0.28323
C 3.32662 3.71201 -0.91122
C 0.42129 4.19708 -0.14364
C 0.09556 4.44522 -1.47775
C -1.05468 5.14373 -1.81889
C -1.89670 5.61782 -0.82348
C -1.58534 5.38753 0.50987
C -0.43992 4.67956 0.84229
H 2.74502 4.52292 2.21239
H 3.38663 2.86847 2.25474
H 1.71414 3.17901 2.74649
H 3.39760 4.80013 -0.98690
H 3.15741 3.30564 -1.91015
H 4.28531 3.32164 -0.56427
H 0.74288 4.07847 -2.26743
H -1.29528 5.31557 -2.86088
H -2.79528 6.16307 -1.08568
H -2.24160 5.75100 1.29146
H -0.21981 4.48095 1.88442
Cl -2.40943 -4.33328 1.26690
C -2.95920 -2.73514 0.86771
C -4.07143 -2.24233 1.52627
C -4.47126 -0.93240 1.32185
C -3.75870 -0.12800 0.44748
C -2.67193 -0.64576 -0.23275
Cl -1.82829 0.37219 -1.35252
C -2.22809 -1.96390 -0.04402
N -1.07190 -2.43790 -0.64359
C -1.03204 -3.58805 -1.46570
C -2.16192 -4.05989 -2.12126
C -2.08088 -5.17098 -2.94614
C -0.86272 -5.80443 -3.13672
C 0.26196 -5.33163 -2.47308
C 0.19862 -4.23930 -1.61830
C 1.39204 -3.82270 -0.80737
C 1.88753 -2.38725 -0.99656
O 2.80871 -2.06599 -0.15414
O 1.40904 -1.65489 -1.85596
H -4.59483 -2.88226 2.22341
H -5.32749 -0.53787 1.85195
H -4.04005 0.90203 0.27716
H -0.43428 -1.72038 -0.97895
H -3.10676 -3.54668 -1.98537
H -2.97088 -5.52917 -3.44872
H -0.78661 -6.66285 -3.79177
H 1.21322 -5.83464 -2.60532
H 2.23578 -4.48735 -1.00379
H 1.15895 -3.91862 0.25662
S 1.66435 1.13312 -0.23105
C 0.60541 0.64409 1.10499
N 0.62282 -0.69767 1.39430
C -0.22588 -1.17596 2.39981
C -1.04759 -0.29010 3.02857
C -1.00674 1.06097 2.67466
N -0.16088 1.50260 1.67119
H 1.41910 -1.25195 1.09024
H -0.20837 -2.23940 2.57919
H -1.73144 -0.64210 3.78900
H -1.63056 1.80834 3.14185
*
```

[2]
The following is a quantum chemistry calculation of a structure of composition C27H54BeN3O11P2 in a non-equilibrium geometry, from the OMol25 dataset.

The value obtained for the frontier orbital gap (spin up / spin down) is 2.854 / 2.828 eV. As for the HOMO energy (spin up / spin down): 0.150 / 0.151 Eh. As for the expectation value of S²: 3.786.

```
! wB97M-V def2-TZVPD RIJCOSX def2/J DEFGRID3
* xyz -4 4
Be 0.66558 -1.54910 2.18381
P 1.54485 -1.03130 5.16362
O 0.41349 -1.95875 4.65286
O 2.37435 -1.37991 3.86690
O 2.26546 -2.02126 6.08727
O 1.14556 0.37151 5.55547
P 0.58218 -4.55319 2.34180
O 1.89541 -3.68970 2.52775
O 0.85327 -5.74720 1.40238
O -0.65396 -3.53578 2.14293
O 0.62239 -4.89276 3.84711
C -4.80206 -0.72210 2.16567
C -3.98076 -0.16231 0.98307
C -5.02423 0.64815 0.07639
C -5.41179 2.09069 0.51018
C -4.15377 2.87807 0.80173
C -3.15534 2.17955 1.77274
N -2.83691 0.80696 1.30197
O -1.64990 0.19433 1.85465
C -1.94727 3.10993 1.61190
C -3.66008 2.18231 3.27177
C -3.42799 -1.29282 0.14890
H -4.23720 -1.29601 2.90029
H -5.59592 -1.41985 1.89916
H -5.21373 -0.01864 2.88940
H -4.61315 0.69734 -0.93192
H -5.88389 -0.01831 0.14647
H -5.86763 2.01417 1.49732
H -6.09884 2.52972 -0.21323
H -4.55491 3.78683 1.25045
H -3.67859 3.31125 -0.07842
H -2.31480 4.13217 1.70152
H -1.20569 2.90437 2.38385
H -1.51395 2.97285 0.62117
H -3.10255 1.48041 3.89192
H -3.42824 3.15239 3.71144
H -4.72145 2.03187 3.46917
H -4.18360 -1.69955 -0.52320
H -3.04621 -2.14442 0.71204
H -2.63573 -1.06258 -0.56342
C 2.13573 3.46868 1.16828
C 3.14558 2.69616 0.29014
C 4.46148 3.55984 0.24004
C 5.69252 2.80829 -0.28498
C 5.75916 1.43467 0.44446
C 4.48039 0.53132 0.45366
N 3.37920 1.35405 0.89731
O 2.14712 0.56652 1.17393
C 4.43469 -0.17314 -0.87732
C 4.85688 -0.54055 1.50773
C 2.45637 2.66265 -1.08078
H 1.16309 2.97859 1.12481
H 2.01682 4.50504 0.85218
H 2.55169 3.54097 2.17319
H 4.43985 4.33789 -0.52302
H 4.67156 4.00710 1.21159
H 6.59642 3.40184 -0.14804
H 5.63047 2.65457 -1.36230
H 5.89948 1.73641 1.48242
H 6.58357 0.84212 0.04782
H 3.58177 -0.84233 -0.99052
H 4.22051 0.49088 -1.71476
H 5.35310 -0.73183 -1.05759
H 4.76250 -0.16960 2.52831
H 4.19248 -1.39818 1.61332
H 5.90580 -0.83578 1.53408
H 3.12701 2.17544 -1.78858
H 2.38733 3.68224 -1.45993
H 1.52181 2.10174 -1.07123
C 1.03567 -0.38104 -3.41081
C -0.32806 -0.52284 -2.71599
C -1.40767 -0.50836 -3.88127
C -1.58765 -1.87815 -4.61853
C -1.73133 -3.03534 -3.68620
C -0.69482 -3.13469 -2.55469
N -0.50375 -1.78547 -1.94071
O 0.27803 -1.84034 -0.64826
C -1.39259 -4.09619 -1.59264
C 0.56608 -3.86547 -3.08302
C -0.58067 0.73969 -1.88426
H 1.91686 -0.60750 -2.81056
H 1.05604 0.58084 -3.92313
H 1.12959 -1.07689 -4.24452
H -2.38852 -0.30121 -3.45334
H -1.15924 0.16205 -4.70403
H -0.80129 -2.03604 -5.35664
H -2.47818 -1.72524 -5.22818
H -1.74684 -3.98145 -4.22724
H -2.72537 -3.05629 -3.23950
H -0.77438 -4.36700 -0.73673
H -2.24055 -3.66547 -1.06014
H -1.74709 -5.02469 -2.04020
H 1.06900 -3.24602 -3.82562
H 1.31540 -3.80901 -2.29344
H 0.38510 -4.88803 -3.41426
H -1.56020 0.89871 -1.43334
H -0.30679 1.66803 -2.38554
H 0.08665 0.65803 -1.02629
*
```

[3]
The following is a quantum chemistry calculation of a cluster of 2 separate species, C4H5IN2 in total in a non-equilibrium geometry, from the OMol25 dataset.

The energy above the lowest of the compared OMol25 structures with the same formula, charge and spin is 2.2678 eV. The value obtained for the frontier orbital gap is 8.388 eV. As for the HOMO energy: -0.297 Eh.

```
! wB97M-V def2-TZVPD RIJCOSX def2/J DEFGRID3
* xyz 0 1
C 0.07687 0.23818 -1.19422
C 0.89804 0.74623 -0.05794
I 2.97700 0.25752 -0.07373
C 0.54640 1.64873 0.80736
N 0.25647 2.56732 1.54105
H 0.52476 0.52609 -2.14634
H 0.00356 -0.84893 -1.16659
H -0.92383 0.66332 -1.13535
H -0.09219 2.42510 2.47827
C 0.33380 -2.07744 1.63129
N 0.55732 -0.97441 1.80682
H 0.12852 -3.09771 1.43742
*
```

[4]
The following is a quantum chemistry calculation of a structure of composition Cl2Cu in a non-equilibrium geometry, from the OMol25 dataset.

The value obtained for the frontier orbital gap (spin up / spin down) is 7.606 / 6.206 eV. As for the HOMO energy (spin up / spin down): -0.128 / -0.213 Eh. As for the expectation value of S²: 2.009.

```
! wB97M-V def2-TZVPD RIJCOSX def2/J DEFGRID3
* xyz -1 3
Cu -0.65763 0.53972 -0.22444
Cl 1.33786 1.63521 1.29314
Cl -0.68023 -2.17493 -1.06870
*
```

[5]
The following is a quantum chemistry calculation of the molecule C4H8N2S in a non-equilibrium geometry, from the OMol25 dataset.

The energy above the lowest of the compared OMol25 structures with the same formula, charge and spin is 2.1853 eV. The value obtained for the frontier orbital gap is 8.947 eV. As for the HOMO energy: -0.300 Eh.

```
! wB97M-V def2-TZVPD RIJCOSX def2/J DEFGRID3
* xyz 0 1
C -1.94313 1.12350 1.37630
C -0.84906 0.87011 0.40197
N -0.34296 -0.30461 0.40393
N 0.68193 -0.53711 -0.48587
C 1.81881 -1.30515 -0.01742
C 0.57284 -0.32250 -1.80187
S -0.62022 0.36297 -2.69185
H -2.07295 0.22670 2.02373
H -2.87011 1.40241 0.91971
H -1.65736 2.00617 2.01898
H -0.54976 1.68618 -0.24383
H 1.55945 -2.31765 0.35328
H 2.56852 -1.39846 -0.78406
H 2.26588 -0.73776 0.82836
H 1.43810 -0.75478 -2.30137
*
```

[6]
The following is a quantum chemistry calculation of a cluster of 3 separate species, C29H51F7N3O8S in total in a non-equilibrium geometry, from the OMol25 dataset.

The energy above the lowest of the compared OMol25 structures with the same formula, charge and spin is 7.4102 eV. The value obtained for the frontier orbital gap (spin up / spin down) is 5.083 / 5.672 eV. As for the HOMO energy (spin up / spin down): -0.387 / -0.408 Eh. As for the expectation value of S²: 2.010.

```
! wB97M-V def2-TZVPD RIJCOSX def2/J DEFGRID3
* xyz 1 3
C 3.06149 -0.70576 1.98740
O 2.46329 -1.67134 1.01791
C 2.33201 -0.93371 -0.27945
C 2.07984 -1.98729 -1.55414
C 2.66057 -1.47590 -2.97557
N 1.74860 -0.68337 -3.87039
C 0.30986 -1.14829 -3.93298
C -0.73424 -0.35144 -2.95988
O -0.87182 -0.48294 -1.63910
O -1.67697 0.60156 -3.62668
C -2.22664 1.43833 -2.52359
C -3.77184 1.07589 -2.01314
O -1.58342 2.45797 -1.94613
S 1.90792 1.08170 -3.67347
O 1.74049 1.55743 -2.21464
O 0.90914 1.86349 -4.61389
C 3.63620 1.61218 -4.29417
F 4.42999 0.43342 -4.80763
F 3.45790 2.49508 -5.50743
C 4.55448 2.31219 -3.13165
F 4.78317 1.44537 -1.93954
F 5.90627 2.55306 -3.76266
C 4.03316 3.77807 -2.61622
F 2.77791 4.25540 -3.25493
F 3.69734 3.60480 -1.15320
F 5.14126 4.76950 -2.65258
H 4.19408 -0.58033 1.65267
H 3.03117 -1.11118 3.10484
H 2.57197 0.36245 1.89640
H 1.50258 -0.10851 -0.20540
H 3.40512 -0.44445 -0.45529
H 2.71760 -2.95156 -1.25079
H 0.96512 -2.33074 -1.51975
H 3.68173 -0.89820 -2.75428
H 2.99727 -2.44240 -3.59006
H 2.12357 -0.83742 -4.85724
H 0.25674 -2.30907 -3.66344
H -0.03398 -1.08958 -5.07263
H -4.31506 0.42981 -2.82618
H -3.63729 0.43840 -1.03277
H -4.38520 2.04549 -1.70958
C 6.16265 -3.21556 7.34503
C 5.87648 -2.59401 5.95071
C 6.32511 -3.60331 4.86141
C 7.84494 -3.72055 4.77004
C 8.49176 -2.35687 4.56326
C 8.02573 -1.25607 5.55728
N 6.54378 -1.25556 5.79459
O 5.94569 -0.61404 4.69364
C 8.75006 -1.40187 6.92016
C 8.56948 0.11300 5.01966
C 4.31761 -2.47115 5.93934
H 5.48835 -4.05737 7.54343
H 7.16071 -3.63369 7.44861
H 6.00889 -2.48146 8.14559
H 5.93274 -3.30471 3.88025
H 5.90238 -4.59555 5.06494
H 8.25316 -4.19772 5.66636
H 8.10722 -4.37784 3.93254
H 9.58268 -2.47099 4.61384
H 8.26894 -2.03665 3.53466
H 8.38188 -0.66073 7.63915
H 9.82944 -1.23429 6.81215
H 8.65846 -2.38605 7.36976
H 8.25284 0.31557 3.98994
H 9.66577 0.12148 5.00840
H 8.24253 0.94751 5.65089
H 3.97480 -1.78493 6.72384
H 3.84487 -3.44357 6.12312
H 3.92036 -2.11924 4.98090
C -9.28843 3.36898 -3.87680
C -9.10318 1.82690 -3.87617
C -10.50366 1.16377 -3.95007
C -11.28726 1.31685 -2.64834
C -10.48892 0.79666 -1.45972
C -9.03554 1.33990 -1.36174
N -8.31815 1.36489 -2.67977
O -7.88490 0.05181 -2.94335
C -9.02042 2.76742 -0.75735
C -8.29744 0.49199 -0.26843
C -8.33194 1.56991 -5.21201
H -9.63938 3.71998 -4.85472
H -10.03555 3.72692 -3.17297
H -8.34144 3.88226 -3.66894
H -10.40754 0.09491 -4.18266
H -11.08767 1.59879 -4.77127
H -11.56817 2.36169 -2.48364
H -12.22869 0.76007 -2.72537
H -11.03822 1.02523 -0.53682
H -10.46337 -0.30075 -1.53208
H -8.00204 3.17282 -0.73907
H -9.38048 2.75970 0.27952
H -9.65917 3.47668 -1.27513
H -8.33063 -0.58353 -0.47759
H -8.76648 0.62589 0.71346
H -7.24736 0.79190 -0.17278
H -7.34899 2.05712 -5.19471
H -8.88427 1.97360 -6.06922
H -8.18144 0.50574 -5.42450
*
```

| no. | DFT total energy (eV) |
| --- | --- |
| 1 | -259364.488 |
| 2 | -74829.326 |
| 3 | -15307.277 |
| 4 | -69684.561 |
| 5 | -18091.557 |
| 6 | -81583.227 |